# 1
ORCA calculation (the ωB97M-V functional and the def2-TZVPD basis) on the molecule C4H9N3.

Properties
- Gap between HOMO and LUMO (alpha / beta): 7.17 / 7.17 eV
- LUMO (alpha / beta): -0.02 / -0.01 eV
- HOMO level (alpha / beta): -7.18 / -7.18 eV

Structure (XYZ):
```
16
Properties=species:S:1:pos:R:3:forces:R:3
N -1.683811 -0.925879 -0.592834 -0.2 -0.1 0.3
N -0.566941 -0.893137 0.319747 0.5 0.8 -0.1
N -1.714339 -0.273197 2.495911 0.9 -0.1 -0.6
C -0.843938 -0.461004 1.732913 -1.1 -0.1 -0.4
C 0.735746 0.103378 0.068532 0.1 0.0 1.0
C 1.763753 -0.504990 -0.615541 -0.3 -0.2 0.0
C 0.275528 1.491506 -0.327969 -0.2 -0.2 0.0
H -0.167957 -1.835719 0.343710 0.0 0.1 0.0
H -1.290477 -0.853554 -1.527905 0.1 0.0 0.1
H 0.694189 0.139148 1.383602 0.3 0.0 -0.5
H 2.076351 -1.514842 -0.377266 0.1 0.1 0.1
H 1.126926 2.170580 -0.289878 0.0 -0.1 0.0
H -0.123987 1.499642 -1.344163 0.0 0.0 0.0
H -0.483013 1.870291 0.358959 0.0 0.0 0.0
H -2.233167 -0.091790 -0.398349 0.1 -0.1 0.0
H 2.435138 0.079568 -1.229468 -0.1 0.0 -0.1
```
Forces are in eV/Å.

# 2
ORCA calculation (the ωB97M-V functional and the def2-TZVPD basis) on a cluster of 2 separate species, C4H12S in total.

Properties
- Gap between HOMO and LUMO: 9.97 eV
- LUMO: 0.92 eV
- SMILES: CCC.CS
- HOMO level: -9.06 eV

Structure (XYZ):
```
17
Properties=species:S:1:pos:R:3:forces:R:3
S -1.697322 -0.715769 0.805666 -0.7 -0.9 0.1
C 2.413862 0.337418 -0.546358 0.6 0.7 0.0
C -2.653558 0.795292 0.857655 -0.7 1.2 0.1
C 1.762870 1.111379 -1.686179 0.3 0.0 -0.3
C 1.793804 -1.008182 -0.211828 -0.1 -0.3 0.4
H -3.024452 1.097165 -0.121173 0.6 0.1 -0.2
H -3.595404 0.781918 1.420375 0.4 -0.9 0.3
H 2.478847 1.812943 -2.118823 -0.1 0.4 0.3
H -2.098540 1.603249 1.332898 0.2 0.0 -0.3
H 3.468795 0.214252 -0.822578 -0.2 -0.3 0.0
H 1.545900 0.466257 -2.542719 -0.4 -0.2 0.3
H -0.462517 -0.259989 0.908217 0.2 0.6 0.1
H 0.790683 -1.180814 -0.604312 0.2 0.2 -0.6
H 1.625716 -1.140994 0.861101 0.5 -0.1 0.0
H 0.872796 1.645849 -1.354012 -0.1 -0.1 -0.2
H 2.471746 -1.780199 -0.574834 -0.3 -0.3 0.1
H 2.495426 0.973231 0.343402 -0.3 0.0 -0.1
```
Forces are in eV/Å.

# 3
ORCA calculation (the ωB97M-V functional and the def2-TZVPD basis) on the molecule C17H17N3OS.

Properties
- Gap between HOMO and LUMO: 9.01 eV
- LUMO: 0.42 eV
- SMILES: CSC1=N[C@@](C)(c2ccccc2)C(=O)N1Nc1ccccc1
- HOMO level: -8.59 eV

Structure (XYZ):
```
39
Properties=species:S:1:pos:R:3:forces:R:3
S 1.199046 1.860076 2.262881 -0.2 -0.4 1.9
O -1.598863 -1.991675 0.486201 0.8 0.9 -0.1
N -1.149986 1.340857 1.087950 -0.1 3.8 0.6
N -0.091679 -0.487184 1.318446 5.1 -2.2 1.6
N 0.990689 -1.308971 1.762920 -0.3 -0.8 -0.3
C 4.546122 -1.768201 1.080190 -2.3 0.9 0.2
C 2.255024 -1.941225 -0.360214 0.3 1.4 -0.3
C -0.050474 0.848120 1.518143 -2.5 2.3 -1.8
C -1.507525 0.863938 -1.634948 -1.5 -0.5 -2.7
C -1.248743 -0.848447 0.735700 -3.4 -3.8 0.6
C 3.480454 -1.870952 -0.979362 -1.2 -0.5 0.5
C 2.008961 2.759238 0.975018 3.5 -1.5 -1.1
C -1.773779 0.993246 -3.016270 -0.6 0.6 0.5
C -3.307663 0.452173 1.675475 -0.2 1.5 -0.2
C -2.162572 0.385132 0.670551 2.2 -1.4 -0.5
C 4.643432 -1.800650 -0.256275 0.7 -0.2 -2.1
C -3.842628 0.318545 -1.264483 0.8 -0.1 -0.7
C 2.230843 -1.529641 0.989367 -6.4 -0.2 -0.9
C -4.152445 0.575728 -2.596848 -0.1 -0.2 0.1
C -2.531085 0.444579 -0.821786 -0.2 1.8 1.6
C -3.118324 0.951779 -3.468458 0.7 -1.5 0.3
C 3.299692 -1.510111 1.718000 5.6 -0.7 0.3
H -4.545496 -0.096340 -0.589757 -0.8 0.0 0.4
H 1.155552 -1.317772 2.799957 -0.6 0.4 -1.7
H -5.193690 0.384262 -2.950404 1.1 0.4 0.2
H -4.179946 -0.135801 1.399892 0.2 -0.2 0.0
H -2.952899 0.178346 2.662211 0.0 -0.1 0.2
H 1.325950 3.259322 0.330463 -0.5 0.1 -0.7
H 3.496436 -1.955453 -2.022742 0.2 -0.3 -1.4
H 2.772872 3.537470 1.346828 -1.5 -1.3 0.1
H 5.395516 -1.812783 1.613530 2.8 -0.1 2.2
H 3.340838 -1.328679 2.752210 -0.3 0.3 1.2
H -3.331751 0.854339 -4.524470 0.1 0.7 -0.2
H 2.698377 1.919304 0.475310 -1.6 2.2 0.3
H 5.544258 -1.831314 -0.882390 0.1 0.0 1.0
H -3.619901 1.548007 1.714603 0.3 -1.4 0.0
H -0.534663 1.001706 -1.273226 1.2 0.2 0.5
H 1.440399 -2.124385 -1.041128 -0.7 0.2 0.6
H -0.930350 1.183416 -3.693082 -0.6 0.0 0.1
```
Forces are in eV/Å.

# 4
ORCA calculation (the ωB97M-V functional and the def2-TZVPD basis) on a structure of composition C25H31N5PtS2.

Properties
- Gap between HOMO and LUMO (alpha / beta): 5.84 / 6.50 eV
- Multiplicity: 3
- LUMO (alpha / beta): 0.37 / 0.03 eV
- HOMO level (alpha / beta): -5.46 / -6.47 eV

Structure (XYZ):
```
64
Properties=species:S:1:pos:R:3:forces:R:3
Pt -0.259710 0.044796 -0.196538 0.3 -0.1 -0.2
S -0.146155 -1.546680 1.832352 -0.2 0.0 0.1
S -1.434854 -0.906900 4.459555 0.0 -0.1 0.0
N -0.679052 1.962164 -1.176060 -0.2 -0.2 0.1
N 1.904388 0.073894 -0.209546 -0.1 -0.3 -0.3
N -2.380110 0.013977 -0.599459 0.1 0.3 -0.3
N -2.287091 0.015502 2.234747 0.0 -0.1 0.7
N 0.231554 -1.628772 -1.433485 0.0 0.1 0.0
C 1.504965 -1.930059 -1.450181 0.1 0.0 0.0
C 4.584510 -1.678013 -2.094065 0.0 0.1 0.0
C -2.847977 -1.343861 -0.809823 -0.1 -0.1 0.1
C -4.650938 1.885103 -2.910965 0.0 -0.1 0.0
C -3.072857 0.743802 3.219327 0.0 0.1 -0.1
C -3.915977 0.902219 -2.238067 -0.2 0.0 -0.1
C -2.169559 -1.993110 -2.030608 0.0 0.0 0.0
C -0.783669 -2.595223 -1.787722 0.0 0.0 0.1
C 1.959800 -3.241249 -1.756815 0.0 0.0 0.0
C 2.428249 -0.834845 -1.013403 -0.1 0.2 0.2
C -1.938906 2.211719 -1.389475 0.1 0.0 0.0
C 3.752583 -0.738333 -1.515912 0.0 0.0 0.0
C -2.442522 3.541606 -1.562164 0.0 0.1 0.0
C 0.808521 2.650483 1.338171 0.1 -0.1 0.1
C 0.354508 2.966506 -1.206255 0.1 0.1 -0.3
C -1.335239 -0.783762 2.715637 -0.1 0.2 -0.1
C 0.664668 3.600461 0.153278 -0.1 0.1 0.0
C 2.718106 1.160531 0.284499 0.2 0.0 -0.1
C 4.394970 -3.029360 -2.328360 -0.1 -0.1 0.0
C -3.068031 -0.114864 4.474081 0.0 0.0 0.0
C 3.204804 -3.711775 -2.114992 0.1 0.0 -0.1
C -2.817316 1.007494 -1.381916 0.2 -0.1 0.2
C 2.137160 1.896103 1.488120 -0.1 -0.1 0.0
C -4.552969 3.254554 -2.885353 0.1 0.0 0.1
C -3.565179 3.983068 -2.200892 -0.1 0.0 -0.1
H -3.845124 -0.877305 4.447709 0.0 0.0 0.0
H -2.292249 0.267809 1.238864 -0.1 -0.2 -0.1
H -0.136496 4.306522 0.390104 0.0 0.0 0.0
H 2.922343 1.879978 -0.520768 0.0 0.0 0.0
H 3.696223 0.770887 0.592327 0.0 0.0 0.0
H 2.017495 1.178569 2.305583 0.0 0.0 0.0
H -2.799755 -2.810484 -2.392385 0.0 0.0 0.0
H 3.238647 -4.781093 -2.301163 0.0 0.0 0.0
H -2.116844 -1.257688 -2.838208 0.0 0.0 0.0
H -1.791423 4.316726 -1.174526 0.0 0.0 0.0
H 0.655094 3.226765 2.253702 0.1 0.0 0.0
H -0.020787 1.928049 1.332892 0.0 0.1 0.0
H 4.201173 0.239894 -1.418684 0.0 0.1 0.0
H -2.603764 1.712621 3.421306 0.0 0.0 0.0
H -0.865460 -3.345832 -0.986568 0.0 0.0 0.0
H -5.468165 1.486440 -3.504147 0.0 0.0 0.0
H -3.678489 5.062709 -2.223770 0.0 0.0 0.0
H -4.300110 -0.098763 -2.379155 0.0 0.0 0.0
H -4.079593 0.917442 2.841320 0.0 0.0 0.0
H 5.561096 -1.289302 -2.368581 0.0 0.0 0.0
H 2.918004 2.593575 1.804802 -0.1 0.1 0.0
H -2.593378 -1.919664 0.088034 0.0 0.0 -0.1
H 0.110798 3.768449 -1.915124 0.0 -0.1 0.0
H -3.176395 0.480694 5.376659 0.0 0.0 0.0
H -3.938104 -1.384820 -0.908503 0.0 0.0 0.0
H 1.186544 -3.998386 -1.722558 0.0 0.0 0.0
H -0.481502 -3.130134 -2.695851 0.0 0.0 0.0
H 1.571456 4.202257 0.028738 0.0 0.0 0.1
H 1.237489 2.459325 -1.593686 0.1 0.1 0.0
H 5.234803 -3.595823 -2.708839 0.0 0.0 0.0
H -5.299301 3.821204 -3.426031 0.0 0.0 0.0
```
Forces are in eV/Å.

Energy relative to the best compared isomer or geometry (same formula, charge and spin) for the records above, in order: 151.4, 10.5, 106.8, 1.1 kcal per mole
Total energy for the records above, in order: -8757.9589, -15177.2502, -35254.5632, -58793.1197 eV
Max |F| for the records above, in order: 1.2, 1.4, 6.4, 0.7 eV/Å